No. 1
The following is a quantum chemistry calculation of a structure of composition C18H43F6HoNO6S2Si2 at a distorted geometry, from OMol25.

Values from the calculation:
**HOMO-LUMO gap (alpha / beta)**: 8.05 / 8.01 eV
**⟨S²⟩**: 6.004

Structure (ORCA input):
```
! wB97M-V def2-TZVPD RIJCOSX def2/J DEFGRID3
* xyz 1 5
O -1.724 -2.209 -0.893
O -2.791 -1.587 -2.874
C -0.422 -2.879 -1.096
C 0.157 -3.566 0.118
H 0.303 -2.132 -1.430
H -0.599 -3.591 -1.898
H 0.444 -2.862 0.907
H 1.085 -4.074 -0.172
H -0.510 -4.335 0.527
C -2.576 -2.532 0.356
C -3.673 -3.477 0.004
H -2.965 -1.584 0.742
H -1.872 -2.965 1.080
H -4.282 -3.142 -0.843
H -4.361 -3.563 0.851
H -3.287 -4.484 -0.173
C -3.180 -0.224 -2.402
C -2.429 -1.675 -4.335
C -4.345 -0.310 -1.437
H -3.492 0.365 -3.283
H -2.278 0.234 -1.957
H -4.924 -1.214 -1.668
H -5.042 0.538 -1.508
H -3.976 -0.336 -0.408
C -3.349 -2.607 -5.093
H -1.385 -1.997 -4.466
H -2.488 -0.645 -4.735
H -3.544 -3.538 -4.553
H -2.907 -2.844 -6.067
H -4.320 -2.145 -5.241
H -2.294 -2.170 -1.868
Ho 1.242 1.205 1.457
C 0.228 1.817 -0.370
Si 1.075 2.005 -2.017
H -0.701 2.437 -0.424
H -0.236 0.755 -0.445
C 1.766 0.406 -2.754
C 2.361 3.333 -1.659
C -0.336 2.416 -3.213
C 3.394 0.390 0.757
Si 4.502 1.311 1.923
H 3.748 0.526 -0.279
H 3.457 -0.697 0.976
C 5.445 2.666 1.012
C 5.610 0.179 2.939
C 3.463 2.271 3.193
H -0.041 3.045 -4.066
H -1.128 2.942 -2.665
H -0.780 1.487 -3.623
H 2.580 -0.032 -2.178
H 2.120 0.554 -3.776
H 0.958 -0.352 -2.810
H 3.150 2.983 -0.980
H 1.856 4.182 -1.180
H 2.840 3.684 -2.585
H 5.999 -0.668 2.357
H 5.040 -0.236 3.786
H 6.470 0.723 3.354
H 2.972 1.618 3.936
H 2.716 2.961 2.751
H 4.191 2.905 3.724
H 6.301 3.016 1.605
H 4.785 3.532 0.840
H 5.822 2.332 0.037
F -2.505 4.127 3.072
C -2.322 2.796 2.936
F -3.279 2.144 3.623
F -2.420 2.468 1.621
S -0.639 2.353 3.573
O 0.372 2.969 2.634
O -0.558 2.628 4.974
N -0.612 0.805 3.092
S 0.357 -0.284 3.808
O 1.092 -0.747 2.571
O 1.184 0.162 4.905
C -0.891 -1.642 4.272
F -1.442 -1.414 5.486
F -1.879 -1.649 3.344
F -0.305 -2.859 4.279
*
```


No. 2
The following is a quantum chemistry calculation of a cluster of 2 separate species, C3H5N2O3S in total at a distorted geometry, from OMol25.

Values from the calculation:
**HOMO-LUMO gap (alpha / beta)**: 3.89 / 3.96 eV

Structure (ORCA input):
```
! wB97M-V def2-TZVPD RIJCOSX def2/J DEFGRID3
* xyz 1 1
C 2.578 1.627 0.989
C 1.205 0.238 0.085
C 3.623 0.217 -0.437
N -0.175 0.273 0.315
N -4.617 -1.424 -0.255
O -0.551 1.169 1.044
O -0.887 -0.555 -0.180
O 3.597 1.174 0.441
S 2.180 -0.657 -0.851
H 2.219 2.584 1.107
H 4.621 -0.165 -0.904
H -4.935 -0.634 -0.781
H -5.259 -2.285 -0.348
H -3.598 -1.562 -0.224
*
```


No. 3
The following is a quantum chemistry calculation of a structure of composition C6H10N2 at a distorted geometry, from OMol25.

Values from the calculation:
**HOMO-LUMO gap**: 10.18 eV

Structure (ORCA input):
```
! wB97M-V def2-TZVPD RIJCOSX def2/J DEFGRID3
* xyz 0 1
C -1.824 -1.657 0.099
C 0.119 0.082 0.013
C 1.211 0.678 -0.811
C 1.156 -0.291 1.111
C -0.660 1.259 0.022
C -1.399 2.164 0.265
H -2.858 -1.818 -0.811
H -1.313 -2.472 0.868
H -2.217 -0.734 1.092
H -0.088 -1.765 -0.610
H 1.417 1.702 -0.117
H 1.504 0.604 -1.969
H 2.889 -0.409 0.205
H 1.673 0.825 1.578
H 0.799 -1.159 1.739
H -1.849 3.177 -0.052
N -0.725 -0.915 -0.700
N 1.928 -0.708 -0.176
*
```


No. 4
The following is a quantum chemistry calculation of a structure of composition C17H27N5O3PPtS2, from OMol25.

Values from the calculation:
**HOMO-LUMO gap**: 7.85 eV

Structure (ORCA input):
```
! wB97M-V def2-TZVPD RIJCOSX def2/J DEFGRID3
* xyz 1 1
Pt -0.655 0.564 0.148
N 1.382 -1.860 -1.952
C 2.182 -1.005 -2.851
C 1.414 0.238 -3.314
C 1.313 1.448 -2.369
N -0.012 1.544 -1.661
C 2.525 1.610 -1.445
C 3.218 0.336 -0.970
N 2.444 -0.398 0.102
C 3.475 -0.617 -2.134
H 0.407 -1.876 -2.229
H 1.930 -1.183 -0.372
H 1.717 -2.817 -1.989
H 2.448 -1.552 -3.760
H 0.415 -0.054 -3.646
H 1.934 0.590 -4.207
H 1.321 2.325 -3.019
H -0.726 1.335 -2.355
H -0.146 2.525 -1.424
H 2.284 2.258 -0.601
H 3.288 2.139 -2.021
H 4.165 0.622 -0.515
H 1.693 0.178 0.524
H 3.045 -0.738 0.849
H 3.994 -1.514 -1.784
H 4.149 -0.120 -2.834
S 0.539 2.157 1.325
C 0.207 1.757 3.005
C 0.746 2.552 4.011
C 0.499 2.261 5.343
C 1.071 3.094 6.363
N 1.550 3.768 7.160
C -0.302 1.156 5.675
C -0.835 0.367 4.670
C -0.584 0.658 3.331
S -1.244 -0.412 2.106
C -0.574 0.829 7.047
N -0.793 0.543 8.137
H 1.358 3.406 3.755
H -1.451 -0.484 4.930
C -4.286 -0.429 0.326
O -3.555 -0.657 -0.904
P -1.985 -0.886 -0.919
O -1.760 -2.377 -0.423
C -2.582 -3.484 -0.844
O -1.735 -0.870 -2.506
C -2.757 -1.087 -3.507
H -5.316 -0.260 0.031
H -3.883 0.440 0.841
H -4.215 -1.302 0.973
H -2.554 -4.216 -0.042
H -2.169 -3.921 -1.753
H -3.609 -3.166 -1.014
H -3.593 -0.414 -3.341
H -3.100 -2.119 -3.484
H -2.289 -0.882 -4.466
*
```


No. 5
The following is a quantum chemistry calculation of a cluster of 2 separate species, C28H32F4O3 in total at a distorted geometry, from OMol25.

Values from the calculation:
**HOMO-LUMO gap**: 3.27 eV

Structure (ORCA input):
```
! wB97M-V def2-TZVPD RIJCOSX def2/J DEFGRID3
* xyz 0 1
C 1.149 -1.485 -4.195
C 0.721 -1.601 -2.755
O -0.135 -0.488 -2.412
C 0.056 0.152 -1.223
C -1.028 1.087 -0.993
C -1.290 1.747 0.255
O -1.803 2.883 0.259
C -1.028 1.059 1.590
C 0.274 1.465 2.277
C 0.474 2.984 2.433
C 1.724 3.530 1.726
C 1.426 4.608 0.660
C 2.123 4.369 -0.687
C 1.532 3.260 -1.572
C 0.197 3.619 -2.235
C -0.447 2.480 -3.045
C -1.530 1.672 -2.276
O 1.060 -0.025 -0.530
H 1.570 -2.440 -4.513
H 0.328 -1.217 -4.865
H 1.944 -0.739 -4.267
H 0.146 -2.519 -2.567
H 1.585 -1.563 -2.087
H -1.880 1.289 2.252
H -1.019 -0.021 1.412
H 0.264 1.019 3.282
H 1.092 1.000 1.710
H -0.431 3.503 2.090
H 0.567 3.204 3.507
H 2.356 3.997 2.499
H 2.318 2.710 1.293
H 0.339 4.720 0.519
H 1.793 5.562 1.070
H 2.113 5.316 -1.244
H 3.172 4.112 -0.495
H 2.260 3.064 -2.377
H 1.446 2.307 -1.018
H -0.519 3.972 -1.477
H 0.403 4.458 -2.922
H -0.920 2.921 -3.936
H 0.325 1.783 -3.401
H -1.851 0.835 -2.911
H -2.396 2.318 -2.089
F 0.883 -6.465 2.919
C 1.137 -5.552 1.925
C 2.211 -5.794 1.071
C 2.431 -4.831 0.086
F 3.444 -5.051 -0.824
C 1.671 -3.680 -0.036
C 0.506 -3.490 0.776
C -0.467 -2.486 0.487
C -1.676 -2.298 1.227
C -2.887 -2.020 0.536
C -4.071 -1.942 1.243
F -5.242 -1.759 0.553
C -4.147 -2.043 2.631
C -2.938 -2.187 3.302
F -2.954 -2.158 4.679
C -1.726 -2.356 2.651
C 0.299 -4.456 1.807
H 2.841 -6.667 1.165
H 1.927 -2.921 -0.769
H -0.399 -1.989 -0.479
H -2.858 -1.892 -0.543
H -5.092 -1.999 3.156
H -0.815 -2.498 3.232
H -0.556 -4.372 2.467
*
```


No. 6
The following is a quantum chemistry calculation of the ion C5H10N with charge +1 at a distorted geometry, from OMol25.

Values from the calculation:
**HOMO-LUMO gap (alpha / beta)**: 7.93 / 7.87 eV

Structure (ORCA input):
```
! wB97M-V def2-TZVPD RIJCOSX def2/J DEFGRID3
* xyz 1 1
C 0.730 -1.796 0.827
C 0.535 0.597 0.749
C -0.548 -1.456 0.193
C 1.578 1.400 0.183
C -1.550 0.614 -0.652
N -0.272 -0.057 -0.367
H 0.775 -2.543 1.520
H -0.782 -2.204 -0.563
H -1.249 -1.543 1.028
H 1.829 2.318 0.670
H 1.686 1.400 -0.909
H 2.427 0.737 0.633
H -1.433 1.577 -1.284
H -2.272 0.017 -1.131
H -1.961 0.964 0.236
H 0.506 -0.024 -1.133
*
```


No. 7
The following is a quantum chemistry calculation of a cluster of 3 separate species, C4H7N3 in total at a distorted geometry, from OMol25.

Values from the calculation:
**HOMO-LUMO gap**: 9.95 eV

Structure (ORCA input):
```
! wB97M-V def2-TZVPD RIJCOSX def2/J DEFGRID3
* xyz 0 1
C 1.752 1.418 0.414
C 0.732 1.903 -0.300
N -0.814 -0.446 0.838
C -0.870 -1.273 -0.128
N -0.236 -0.936 -1.296
C -1.489 -2.612 0.032
N -1.954 -3.653 0.214
H 0.902 -0.243 -0.758
H 1.552 0.858 1.324
H 2.755 1.752 0.127
H 0.974 2.428 -1.209
H -0.321 1.845 -0.040
H -1.296 -0.812 1.637
H -0.227 -1.796 -1.877
*
```


no.,total energy (Eh)
1,-4140.14461
2,-850.08474
3,-343.75092
4,-2420.47566
5,-1711.18790
6,-250.70585
7,-320.75244